Below is an isolated molecule of C4H5NO, with properties calculated with the ωB97M-V functional and the def2-TZVPD basis.

Atoms and positions in Å:
C -0.61 0.94 -0.50
H -0.75 1.69 -1.27
H -2.53 0.31 0.43
H 1.91 1.25 0.39
C 0.53 -0.02 -0.35
C -0.80 -1.10 0.35
H 2.41 -0.42 0.33
H -0.70 -1.81 1.15
O 0.27 -1.27 -0.72
N 1.77 0.31 0.04
C -1.50 0.12 0.15

The HOMO energy is -6.54 eV. The value obtained for the energy above the lowest of the compared OMol25 structures with the same formula, charge and spin is 427.1 kJ/mol. The structure (SMILES) is N[C@]12C=C[C@H]1O2. For the strongest force on any atom, the calculation gives 0.89 eV/A.